(1)
Entry from OMol25: a cluster of 9 separate species, C18H55N5O15 in total at a distorted geometry (ωB97M-V/def2-TZVPD).

```
93
Properties=species:S:1:pos:R:3:forces:R:3
C 10.2309 2.6408 -0.0571 0.4 0.1 1.0
O 9.7796 3.3762 -1.1389 0.2 1.2 -0.9
C 10.8576 3.9224 -1.9023 0.4 -0.4 -0.5
C 10.2261 4.7426 -3.0154 -1.9 -0.7 0.4
C 11.1569 5.2542 -4.0454 1.5 1.1 -0.5
N 9.3570 5.8268 -2.5203 0.4 -0.1 0.4
H 11.1703 2.1376 -0.3039 -0.2 -0.1 0.5
H 9.4554 1.9398 0.2237 0.0 -0.3 0.0
H 10.4041 3.3081 0.7949 0.2 -0.1 0.1
H 11.6153 4.4717 -1.3088 -0.5 0.0 0.1
H 11.3748 3.0578 -2.3737 0.2 0.9 0.3
H 9.5191 4.0034 -3.4314 0.2 0.3 -0.4
H 11.9750 5.7905 -3.5320 0.1 -0.2 -0.2
H 10.7325 6.0311 -4.6892 -0.5 -0.2 0.3
H 11.5965 4.5334 -4.7285 0.0 -0.4 0.4
H 8.5755 5.3861 -2.0420 0.1 0.2 0.1
H 9.8831 6.3396 -1.8048 -0.3 0.0 -0.2
N 13.0320 5.4934 -6.7281 2.2 2.3 0.3
C 14.2912 6.0541 -6.4168 0.8 -0.9 0.0
N 14.3188 7.4373 -6.1132 -0.7 -2.4 -0.5
O 15.3298 5.3517 -6.3941 -2.1 1.5 0.2
H 12.8834 4.5115 -6.7489 0.4 -0.4 0.1
H 12.2634 6.1252 -6.7625 -0.5 -0.1 0.1
H 13.5849 8.0423 -6.4079 -0.3 0.2 0.0
H 15.1690 7.8536 -5.8080 0.5 -0.1 -0.1
N 19.0762 0.3237 -7.1406 -0.5 1.8 1.3
C 18.7455 1.5023 -6.4447 1.3 1.3 -0.1
N 17.5624 1.4901 -5.7371 1.6 0.9 -0.9
O 19.5027 2.5320 -6.4574 -2.1 -3.1 -0.2
H 19.9622 0.3150 -7.5871 0.4 0.0 -0.3
H 18.4227 -0.4096 -7.2970 -0.2 -0.2 -0.1
H 17.0743 0.6555 -5.5229 -0.3 -0.5 0.1
H 17.3470 2.3574 -5.2521 -0.3 -0.3 0.2
O 18.6168 6.9435 -9.8095 0.3 0.5 -0.3
C 18.4461 6.7475 -8.4259 -0.4 0.3 0.7
C 18.4496 5.3137 -8.0796 0.3 -2.0 -0.3
O 19.7888 4.7909 -8.1981 -0.7 0.1 0.0
H 19.5215 7.2202 -9.9776 0.0 -0.2 0.0
H 19.1860 7.2466 -7.7887 0.1 0.2 -0.4
H 17.4597 7.1317 -8.1539 0.0 0.2 0.0
H 17.7972 4.7856 -8.8041 0.1 0.2 0.2
H 18.0314 5.1001 -7.0848 0.2 0.3 -0.1
H 19.7478 3.8649 -7.9040 0.1 0.3 0.2
O 12.2473 2.4198 -5.6894 -0.1 -0.1 1.3
C 11.7843 2.3673 -6.9829 0.7 -1.5 -1.8
C 10.4891 1.5822 -7.1248 -0.6 0.8 0.5
O 10.6607 0.2871 -6.5102 0.2 0.8 -0.5
H 12.1723 1.5076 -5.3498 0.4 0.4 0.3
H 11.7243 3.3515 -7.4406 -0.6 0.2 0.2
H 12.5625 1.8615 -7.5944 -0.3 0.0 0.0
H 10.2132 1.5487 -8.1879 0.1 -0.3 0.2
H 9.7020 2.1611 -6.5854 0.3 -0.5 -0.3
H 9.9010 -0.2655 -6.7073 -0.1 0.0 -0.1
O 9.2865 0.1577 -2.7968 -0.4 -0.7 0.0
C 10.2897 1.1244 -3.0676 0.0 -0.4 0.4
C 11.5886 0.6629 -2.4423 1.2 -1.1 0.7
O 12.7115 0.5213 -3.3859 -1.3 1.2 0.1
H 8.7321 0.0845 -3.5742 -0.2 -0.1 0.0
H 10.4247 1.1963 -4.1339 0.1 0.5 -0.4
H 9.9483 2.0320 -2.5720 0.1 -0.2 -0.7
H 11.4386 -0.3196 -1.9591 -0.3 0.3 -0.3
H 11.8607 1.3165 -1.5991 0.5 -0.2 -0.8
H 13.1671 -0.2984 -3.2348 0.0 -0.5 0.2
O 16.2272 3.7485 -4.2819 -0.9 0.5 0.5
C 14.9595 3.7486 -3.5489 0.3 -0.7 -1.0
C 15.1426 3.2281 -2.1508 0.5 -0.3 -0.1
O 15.6195 4.2109 -1.2040 -0.2 -0.8 -0.4
H 16.1109 4.3053 -5.0822 -0.2 -0.2 0.5
H 14.4588 4.7271 -3.5203 0.4 0.0 -0.2
H 14.2804 3.0306 -4.0611 0.2 0.5 0.2
H 15.8717 2.4045 -2.1810 -0.1 0.2 -0.2
H 14.2095 2.7516 -1.8395 -0.2 0.4 0.3
H 16.4492 3.8155 -0.9224 0.1 0.5 0.2
O 13.8999 4.0054 3.7865 0.5 0.5 0.0
C 14.7564 4.6813 2.8337 -0.6 -0.6 0.4
C 15.8560 3.7669 2.3675 1.2 0.6 0.7
O 16.8617 3.4942 3.4256 -1.6 -0.4 -0.6
H 14.2699 4.1905 4.6613 -0.2 -0.1 -0.2
H 14.1354 4.9236 1.9682 0.0 0.0 0.1
H 15.1460 5.6065 3.2616 0.1 0.0 0.0
H 16.4037 4.3366 1.5992 -0.1 -0.6 0.1
H 15.3912 2.8617 1.9620 0.4 0.0 0.1
H 16.4543 2.8596 4.0529 0.3 0.5 -0.6
O 14.5327 0.7628 -0.2555 0.0 0.7 0.2
C 14.7718 -0.4895 -0.7860 0.5 -1.5 -0.8
C 15.8095 -0.4649 -1.9096 0.3 -0.1 -0.9
O 16.9163 0.3529 -1.5319 -0.4 0.3 0.3
H 15.3505 1.2724 -0.3758 -0.2 -0.1 0.2
H 15.0960 -1.2394 -0.0436 0.0 0.4 0.2
H 13.8598 -0.9192 -1.2228 -0.1 0.3 0.2
H 15.4095 -0.0498 -2.8544 -0.1 0.1 0.5
H 16.1395 -1.4779 -2.1848 -0.1 0.1 0.4
H 17.7602 -0.0788 -1.6371 0.1 -0.3 -0.1
```
Forces are in eV/Å.

- max |F| (eV Å⁻¹) = 3.7
- HOMO level (Ha) = -0.331
- charge = 0
- frontier orbital gap (eV) = 9.16
- multiplicity = 1
- SMILES string = COC[C@H](C)N.NC(N)=O.NC(N)=O.OCCO.OCCO.OCCO.OCCO.OCCO.OCCO
- total energy (Ha) = -2121.10258

(2)
Entry from OMol25: a cluster of 10 separate species, C18H55NO10 in total at a distorted geometry (ωB97M-V/def2-TZVPD).

```
84
Properties=species:S:1:pos:R:3:forces:R:3
C -4.0477 -3.9401 0.4648 1.6 0.3 -0.7
C -3.9144 -2.4078 0.4367 -1.0 0.6 -0.1
C -3.7735 -1.8584 -1.0148 0.0 -0.4 0.8
C -5.2468 -1.8280 1.0465 1.0 0.8 0.0
C -5.0948 -0.3796 1.4013 0.3 0.5 1.6
C -3.9673 -0.2528 2.4643 -0.6 0.5 -0.7
C -2.6177 -0.7133 1.9204 1.1 1.2 0.5
C -2.0957 0.4116 1.0334 0.2 0.1 -1.9
C -1.6069 -0.7250 3.1043 0.7 -1.4 0.0
N -2.7095 -2.0214 1.2553 -1.7 0.2 1.9
O -1.4459 -2.5180 0.8943 -0.9 0.0 -0.4
H -4.8295 -4.3835 -0.1518 -0.3 0.4 0.2
H -3.1115 -4.2453 -0.0025 0.1 -0.6 0.1
H -4.0348 -4.3468 1.4761 -0.3 0.2 0.0
H -4.6783 -2.0863 -1.5783 0.3 -0.5 -0.3
H -3.6837 -0.7735 -1.0694 0.1 0.0 0.4
H -2.8433 -2.2870 -1.3879 -0.3 -0.1 -0.7
H -6.1271 -1.8471 0.4040 0.3 -0.9 -0.5
H -5.4971 -2.3108 1.9911 0.0 -0.4 -0.1
H -4.9048 0.3421 0.6068 0.4 -0.5 -0.5
H -6.0525 -0.0056 1.7633 0.0 -0.1 0.5
H -4.0999 -0.7480 3.4263 -0.7 -0.2 -0.1
H -3.9161 0.8204 2.6481 0.4 0.0 0.4
H -1.7198 1.3100 1.5230 -0.2 -0.2 0.4
H -2.8429 0.7036 0.2955 -0.3 0.3 0.1
H -1.2861 0.0927 0.3770 0.3 -0.2 0.2
H -1.7108 -1.6176 3.7211 -0.6 0.0 0.3
H -1.5723 0.1542 3.7476 -0.7 0.2 -0.2
H -0.5679 -0.8446 2.7974 0.0 0.2 -0.7
H -1.2329 -2.0007 0.1142 0.6 0.2 -0.5
C -0.3573 -2.1659 -2.3753 0.2 -2.3 -0.3
O -0.4063 -1.0972 -1.4922 0.3 0.3 0.0
H -0.4388 -3.0797 -1.7866 -0.6 -0.1 0.1
H -1.1059 -2.1852 -3.1673 -0.4 0.4 0.2
H 0.5807 -2.3863 -2.8848 0.6 0.9 0.0
H -0.0589 -0.3519 -1.9876 -0.2 0.8 -0.1
C -1.8384 1.1568 -3.6531 0.1 -0.3 -0.4
O -0.4713 1.1539 -3.2864 0.3 -0.2 -0.2
H -2.1044 2.1073 -4.1155 -0.2 0.1 0.1
H -1.9710 0.3878 -4.4141 -0.1 -0.1 0.1
H -2.4562 0.9400 -2.7816 -0.3 0.0 -0.1
H -0.4068 1.8305 -2.6084 0.2 0.2 0.5
C 4.5181 3.3243 -1.3704 0.3 -0.6 1.0
O 4.5988 4.6781 -1.0071 -0.3 1.1 -0.6
H 3.9215 3.1562 -2.2670 0.1 0.4 0.0
H 5.5004 2.8708 -1.5034 0.1 0.0 -0.2
H 4.0422 2.8173 -0.5310 -0.2 -0.5 -0.1
H 5.3913 4.8889 -0.5079 0.0 -0.4 -0.1
C 0.7903 3.6234 -1.6778 0.7 -0.5 0.5
O -0.2457 2.8901 -1.0418 -0.6 -0.1 -0.3
H 1.4321 4.0488 -0.9063 0.0 0.5 -0.2
H 1.3913 2.8542 -2.1629 0.1 0.3 -0.4
H 0.4289 4.3656 -2.3895 0.0 0.0 0.0
H -0.8615 3.5164 -0.6543 -0.1 0.0 0.1
C 2.3275 0.1360 -0.4986 0.2 -0.6 -1.8
O 1.5641 -0.1123 0.6054 -0.7 0.2 2.6
H 1.6931 0.7196 -1.1657 0.4 0.3 -0.7
H 3.2822 0.6413 -0.3526 -0.2 0.0 0.6
H 2.5175 -0.8474 -0.9286 0.5 0.2 -0.8
H 0.7580 -0.5011 0.2581 -0.2 -0.2 0.2
C 1.8140 -2.4252 3.5092 -0.3 0.3 -0.2
O 1.4964 -3.7527 3.9174 0.1 0.4 0.0
H 1.3217 -1.6684 4.1200 0.1 0.0 0.5
H 2.8918 -2.2704 3.5583 -0.1 -0.2 0.0
H 1.4385 -2.1946 2.5123 0.3 -0.3 -0.4
H 0.5369 -3.7850 3.9130 -0.1 -0.3 0.0
C 5.5994 -0.9293 1.7724 0.1 -0.3 2.1
O 5.7922 -0.2695 0.5732 0.3 0.3 -1.0
H 6.4073 -0.8343 2.4979 0.7 0.2 -0.3
H 4.7948 -0.4877 2.3604 -0.7 -0.3 -0.3
H 5.5073 -2.0109 1.6737 -0.5 0.1 -0.5
H 6.3833 0.4725 0.7201 0.0 0.0 -0.1
C 1.2200 2.9476 1.8458 -0.9 -0.8 0.8
O 1.6147 4.1173 2.5491 0.1 0.3 -0.7
H 0.1809 2.9425 1.5167 -0.3 0.6 0.0
H 1.7651 2.7158 0.9308 0.6 0.3 0.4
H 1.2257 2.1069 2.5396 0.5 -0.4 -0.3
H 1.4919 3.9710 3.4899 0.0 -0.1 -0.1
C 2.9768 0.7677 -4.1832 -1.6 -0.6 -1.4
O 3.5489 -0.4459 -3.8042 1.1 -0.7 0.6
H 3.6158 1.3735 -4.8256 0.5 0.2 0.8
H 2.1982 0.4832 -4.8910 -0.6 0.5 -0.1
H 2.4620 1.2601 -3.3583 0.4 0.4 0.0
H 2.9326 -1.1578 -3.9912 0.1 0.1 0.1
```
Forces are in eV/Å.

- max |F| (eV Å⁻¹) = 2.7
- HOMO level (Ha) = -0.298
- charge = 0
- energy above the lowest of the compared OMol25 structures with the same formula, charge and spin (eV) = 1.2201
- frontier orbital gap (eV) = 8.51
- multiplicity = 1
- SMILES string = CC1(C)CCCC(C)(C)N1O.CO.CO.CO.CO.CO.CO.CO.CO.CO
- total energy (Ha) = -1525.70118